{"formula": "C3H11NS", "method": "wB97M-V/def2-TZVPD", "total_charge": 0, "fmax_ev_per_a": 1.6, "e_above_lowest_ev": 0.8985, "multiplicity": 1, "symbols": ["C", "N", "C", "H", "H", "H", "H", "H", "H", "H", "C", "S", "H", "H", "H", "H"], "positions_angstrom": [[-0.8635, -1.8738, -0.1179], [0.0228, -0.8839, 0.5696], [1.2282, -1.5828, 1.0415], [-0.2031, -2.5824, -0.6064], [-1.5013, -1.3317, -0.8082], [-1.4440, -2.4318, 0.6217], [-0.4386, -0.5197, 1.4068], [1.8669, -0.8763, 1.5753], [1.0379, -2.4375, 1.7067], [1.7761, -1.9444, 0.1711], [0.0583, 2.6569, -1.3174], [-0.8688, 2.3084, 0.2069], [1.0903, 2.7822, -1.0070], [-0.2489, 3.4548, -1.9876], [-0.0605, 1.7426, -1.9001], [-1.4518, 3.5193, 0.4451]], "forces_ev_per_angstrom": [[0.62, 0.92, 1.14], [0.09, -0.90, 0.23], [-0.03, 0.45, -0.04], [-0.17, -0.02, -0.45], [-0.17, -0.26, -0.16], [-0.25, -0.10, -0.19], [-0.06, 0.00, -0.55], [0.01, -0.05, -0.03], [-0.10, 0.00, -0.05], [0.08, -0.02, 0.04], [0.17, -0.65, 0.01], [-0.73, 0.76, 0.13], [0.14, 0.07, -0.39], [-0.33, 0.28, 0.51], [0.33, -0.02, 0.06], [0.38, -0.45, -0.25]], "nbo_charge": [-0.42, -0.62, -0.42, 0.19, 0.20, 0.17, 0.35, 0.20, 0.16, 0.19, -0.74, -0.05, 0.22, 0.23, 0.23, 0.12]}



{"formula": "C3H11NS", "method": "wB97M-V/def2-TZVPD", "total_charge": 0, "fmax_ev_per_a": 4.4, "e_above_lowest_ev": 2.8541, "multiplicity": 1, "symbols": ["C", "N", "H", "H", "H", "H", "H", "H", "C", "C", "S", "H", "H", "H", "H", "H"], "positions_angstrom": [[-0.4392, 2.0700, 0.9466], [0.4913, 2.5261, -0.0946], [-0.0833, 1.1509, 1.4313], [-0.6043, 2.8733, 1.6730], [-1.4196, 1.8229, 0.5025], [0.2625, 0.4063, -0.4660], [1.3164, 3.0113, 0.3645], [0.8930, 1.6856, -0.5598], [-0.8558, -1.9396, -0.4573], [0.6544, -2.0805, -0.6052], [1.5470, -0.8053, 0.3357], [-1.1134, -1.9292, 0.6103], [-1.3949, -2.7221, -1.0075], [-1.1709, -0.9719, -0.8455], [0.9679, -2.0523, -1.6476], [0.9490, -3.0457, -0.1805]], "forces_ev_per_angstrom": [[-0.22, -0.08, -0.06], [1.36, 0.58, 0.43], [-0.18, 0.37, 0.36], [0.07, -0.26, -0.10], [0.30, 0.18, 0.06], [2.82, -2.89, 1.70], [-1.31, -0.90, -0.78], [-0.05, 1.25, 0.30], [0.16, 0.01, 0.18], [-0.07, -0.40, 0.29], [-2.98, 2.12, -2.11], [-0.10, -0.24, -0.31], [0.10, 0.09, 0.28], [-0.07, 0.11, -0.19], [0.00, -0.01, 0.04], [0.15, 0.07, -0.09]], "nbo_charge": [-0.44, -0.83, 0.19, 0.21, 0.19, 0.09, 0.36, 0.34, -0.61, -0.53, -0.02, 0.22, 0.22, 0.20, 0.21, 0.22]}



{"formula": "C3H11NSi", "method": "wB97M-V/def2-TZVPD", "total_charge": 0, "fmax_ev_per_a": 7.3, "e_above_lowest_ev": 2.7367, "multiplicity": 1, "symbols": ["C", "C", "C", "N", "Si", "H", "H", "H", "H", "H", "H", "H", "H", "H", "H", "H"], "positions_angstrom": [[1.8768, -1.3994, -0.0365], [-2.2234, 1.4676, 0.1234], [0.9567, -0.5576, -0.9131], [0.5241, 0.6781, -0.6442], [-1.1340, 0.3036, 1.0775], [2.7114, -0.8347, 0.4295], [1.2800, -1.8064, 0.7967], [2.2683, -2.3027, -0.5541], [-2.4943, 1.1491, -0.9125], [-3.1241, 1.7286, 0.5707], [-1.5392, 2.2886, -0.0053], [1.4876, -0.5568, -2.0271], [0.0988, -1.1953, -1.1400], [1.1943, 1.3307, -0.1045], [-0.6674, 0.8620, 2.3329], [-1.2155, -1.1553, 1.0064]], "forces_ev_per_angstrom": [[0.12, -0.29, 0.99], [0.51, -1.33, -1.35], [2.86, -3.96, -4.48], [-2.54, 4.32, 5.29], [2.51, 1.06, -3.58], [-0.35, -0.22, -0.48], [0.15, 0.17, 0.07], [-0.14, 0.76, 0.08], [0.54, -0.16, 0.83], [-1.54, 0.82, 1.06], [0.03, 0.65, 0.05], [-0.80, 0.10, 2.14], [-0.17, -0.14, -0.04], [-0.87, -1.65, -1.25], [-0.01, 0.00, 0.49], [-0.28, -0.13, 0.18]], "nbo_charge": [-0.63, -1.10, -0.21, -0.85, 1.15, 0.20, 0.19, 0.22, 0.26, 0.23, 0.26, 0.13, 0.17, 0.34, -0.18, -0.17]}



{"formula": "C3H11NSi2", "method": "wB97M-V/def2-TZVPD", "total_charge": 0, "fmax_ev_per_a": 4.7, "e_above_lowest_ev": 1.9105, "multiplicity": 1, "symbols": ["C", "C", "C", "N", "Si", "Si", "H", "H", "H", "H", "H", "H", "H", "H", "H", "H", "H"], "positions_angstrom": [[3.0235, 0.2778, 0.3394], [1.9025, -0.6211, -0.0310], [0.5414, 0.1007, -0.1065], [-0.4680, -0.7992, -0.6269], [-2.0708, -0.8045, -0.7204], [-3.6890, 0.5596, 0.1195], [2.9524, 1.3806, 0.0193], [3.2611, 0.5263, 1.4361], [4.0837, -0.2090, -0.0419], [1.6297, -1.4229, 0.7480], [2.2073, -1.0518, -1.0146], [0.3897, 0.4869, 0.9589], [0.7569, 0.8573, -0.8865], [-2.5686, -1.8587, -1.7283], [-2.6415, 1.2756, 0.9815], [-4.7325, -0.2191, 1.0231], [-4.5776, 1.5213, -0.4699]], "forces_ev_per_angstrom": [[4.24, 1.59, 1.32], [-1.37, -1.48, 0.69], [1.06, -0.28, -0.09], [-0.66, 0.83, 0.45], [0.43, -1.55, -1.99], [-0.25, -0.22, 2.75], [-0.05, -1.74, -0.53], [-0.78, -1.08, -1.09], [-2.61, 1.53, 0.78], [1.30, 0.63, -1.24], [-0.86, -0.10, 0.75], [-0.29, 0.05, -1.56], [-0.75, 0.40, 0.72], [0.30, 0.51, 0.83], [-0.86, -0.09, -0.15], [1.24, 0.48, -0.72], [-0.10, 0.52, -0.94]], "nbo_charge": [-0.63, -0.42, -0.23, -1.03, 1.14, 0.26, 0.21, 0.21, 0.21, 0.21, 0.21, 0.18, 0.19, -0.18, -0.12, -0.10, -0.11]}



{"formula": "C3H11O3", "method": "wB97M-V/def2-TZVPD", "total_charge": -1, "fmax_ev_per_a": 4.5, "e_above_lowest_ev": 1.3872, "multiplicity": 1, "symbols": ["C", "O", "C", "C", "H", "H", "H", "H", "H", "H", "H", "H", "H", "O", "H", "H", "O"], "positions_angstrom": [[-0.5440, 0.6091, -0.2980], [-0.0327, -0.6769, -0.5236], [0.2447, 1.2456, 0.8976], [0.3027, 2.8772, 0.7584], [-1.6683, 0.5074, -0.0111], [-0.4946, 1.2961, -1.2274], [1.2908, 0.8356, 0.7514], [0.0489, 1.1131, 1.9376], [1.1107, 3.0995, 1.5071], [-0.7610, 3.2608, 1.1170], [0.6009, 3.1065, -0.2164], [-0.9496, -0.7726, 2.0790], [-0.2672, -1.4416, 0.9801], [-0.3642, -1.4839, 2.0575], [-0.2578, -1.8195, -3.1540], [0.5192, -1.8783, -1.8410], [0.4979, -2.3014, -2.7927]], "forces_ev_per_angstrom": [[-0.56, -1.64, 0.80], [-0.55, 0.49, -0.02], [1.65, 2.53, -2.45], [-1.36, -2.54, 3.50], [1.11, 0.56, -0.42], [0.07, -0.67, 1.22], [-1.00, 0.56, 0.12], [-0.94, -0.84, 0.51], [-0.89, 0.64, -0.69], [2.36, -0.31, -1.02], [0.14, 0.82, -1.43], [-1.64, 1.91, 0.67], [0.47, 0.06, 1.70], [1.27, -1.88, -2.60], [0.19, -0.12, 0.11], [-0.27, -0.40, -1.83], [-0.06, 0.83, 1.83]], "nbo_charge": [-0.04, -0.99, -0.42, -0.63, 0.10, 0.12, 0.20, 0.19, 0.19, 0.18, 0.19, 0.44, 0.51, -1.02, 0.45, 0.53, -1.01]}



{"formula": "C3H12AlN6O11P2", "method": "wB97M-V/def2-TZVPD", "total_charge": -3, "fmax_ev_per_a": 3.0, "multiplicity": 1, "symbols": ["Al", "P", "O", "O", "O", "O", "P", "O", "O", "O", "O", "C", "O", "N", "N", "H", "H", "H", "H", "C", "O", "N", "N", "H", "H", "H", "H", "C", "O", "N", "N", "H", "H", "H", "H"], "positions_angstrom": [[-25.8636, 15.4530, -28.0414], [-28.0435, 15.9336, -30.9338], [-28.1806, 15.1939, -29.5793], [-28.2933, 14.7542, -31.8897], [-26.6140, 16.4986, -30.8455], [-29.1085, 17.0500, -31.2126], [-27.5123, 12.7245, -26.9860], [-26.8312, 12.9233, -28.4135], [-26.8842, 11.4717, -26.3474], [-29.0094, 12.6009, -27.3398], [-27.1612, 14.0181, -26.2190], [-24.0645, 17.7639, -25.1329], [-24.3875, 16.9372, -25.9579], [-23.5730, 18.9818, -25.5739], [-24.2181, 17.6367, -23.7855], [-23.6429, 19.6555, -24.8255], [-23.9014, 19.2304, -26.4975], [-24.5464, 16.7169, -23.5313], [-23.9132, 18.2586, -23.0672], [-28.4902, 16.8020, -25.6291], [-27.7794, 17.0242, -26.5979], [-29.3286, 17.7634, -25.0972], [-28.6648, 15.5353, -25.1710], [-29.4306, 18.6225, -25.5988], [-29.9386, 17.4407, -24.3735], [-28.0480, 14.8233, -25.6483], [-29.2374, 15.3570, -24.3710], [-26.4152, 19.3166, -28.8764], [-25.7481, 18.4242, -28.3471], [-27.0091, 19.1429, -30.0692], [-26.7036, 20.4757, -28.2051], [-27.4970, 19.8489, -30.5866], [-27.0769, 18.1668, -30.4284], [-27.2942, 21.1699, -28.6197], [-26.2044, 20.6591, -27.3574]], "forces_ev_per_angstrom": [[-1.87, -1.35, -0.32], [-1.23, 1.61, -1.04], [-0.15, -0.48, 1.17], [0.30, -0.17, -0.04], [-0.03, 0.40, -0.46], [1.35, -0.81, 0.46], [0.59, -1.56, -1.77], [0.19, 0.52, 0.50], [-0.59, 0.71, 0.16], [0.56, 0.05, 0.55], [1.10, 0.20, 0.00], [-0.58, 0.18, -2.39], [0.42, -0.33, 1.28], [0.54, 0.33, 1.21], [-0.29, -1.21, 0.48], [-0.03, 0.61, -0.60], [-0.19, -0.08, 0.01], [-0.02, 0.17, 0.18], [0.16, 0.22, -0.13], [-0.77, -2.27, -1.07], [0.54, 1.04, 0.15], [0.49, 0.31, 0.77], [-0.78, 2.73, 1.10], [-0.20, 0.04, 0.02], [-0.44, 0.45, -0.13], [0.64, -1.29, -0.34], [-0.18, -0.06, 0.13], [-0.42, -2.08, -0.33], [0.40, 1.18, 0.20], [0.24, 0.06, -0.26], [0.14, 0.99, 0.16], [-0.22, 0.10, 0.35], [0.42, -0.27, -0.12], [-0.01, 0.07, 0.11], [-0.08, 0.00, 0.04]], "nbo_charge": [0.88, 2.45, -0.81, -0.99, -1.19, -1.24, 2.48, -0.95, -1.19, -1.05, -1.24, 0.76, -0.57, -0.87, -0.87, 0.34, 0.43, 0.42, 0.37, 0.76, -0.67, -0.89, -0.86, 0.39, 0.36, 0.46, 0.33, 0.76, -0.67, -0.85, -0.87, 0.36, 0.49, 0.36, 0.38]}



Number 1: Kohn-Sham gap 0.3576 Eh, electronic energy -573.79849 Ha, lowest unoccupied orbital energy 0.0344 Ha. Number 2: Kohn-Sham gap 0.3090 Eh, electronic energy -573.72663 Ha, lowest unoccupied orbital energy -0.0220 Ha. Number 3: Kohn-Sham gap 0.3065 Eh, electronic energy -465.04094 Ha, lowest unoccupied orbital energy 0.0138 Ha. Number 4: Kohn-Sham gap 0.3068 Eh, electronic energy -754.51157 Ha, lowest unoccupied orbital energy -0.0212 Ha. Number 5: Kohn-Sham gap 0.2860 Eh, electronic energy -346.60147 Ha, lowest unoccupied orbital energy 0.1490 Ha. Number 6: Kohn-Sham gap 0.1182 Eh, electronic energy -2202.85173 Ha, lowest unoccupied orbital energy 0.2190 Ha.